C28H38FN5O7STi as an isolated structure at a distorted geometry, computed with ωB97M-V/def2-TZVPD.

```
81
Properties=species:S:1:pos:R:3
C -6.8440 3.4782 2.8449
H -8.3205 1.5613 0.5338
C -3.6328 0.3341 1.4595
O 1.6534 -2.9283 0.3626
C 5.6422 -3.8471 0.5833
H 7.3430 -2.6173 0.0931
H -5.4827 4.2525 1.3498
C -2.9480 -3.6899 2.0925
F -2.9856 3.9008 1.5245
C 6.4764 -3.0446 -0.4163
H 5.2940 -3.2101 1.4002
Ti 2.3241 0.8319 -0.1385
H 6.3613 -1.5573 -1.9493
C -2.3283 -0.1533 1.3462
C 0.8742 2.6173 -1.2820
O 2.5541 -0.8916 0.2839
H -0.7026 -2.9858 0.7381
N -2.0763 -1.4971 1.1897
H -7.1473 2.7491 -0.0620
N -7.9294 3.1720 1.8647
H -8.2235 4.0387 1.3994
C 0.2531 -1.1021 0.8723
C -1.2390 0.7478 1.3700
H 6.3050 -4.5960 1.0194
C -1.5004 2.1257 1.4776
O 1.2514 0.3045 -1.4928
C -3.1449 -2.4596 1.2616
H -4.4369 -0.3781 1.4677
H -0.6874 2.8391 1.4696
O -0.8891 0.9370 -1.6410
C 4.4475 -4.5506 -0.0530
H 1.4065 0.0581 -4.4256
N 4.6375 0.8997 -1.6416
N 5.4533 -0.8292 -0.2124
H 2.7092 2.0649 -4.8616
H -3.6967 -2.5444 0.3324
H 2.6884 -0.6588 -3.4603
C 2.4857 0.0051 -4.3039
O 1.0901 1.0956 1.1588
C 5.7317 -1.9220 -1.1358
H 4.7823 -2.2955 -1.5381
H 2.9128 -0.4203 -5.2092
C 3.0457 1.4034 -4.0617
H 6.2714 0.6725 -2.9495
H 2.6463 1.7982 -3.1198
C -6.3303 1.3392 1.3322
H -7.0262 4.4516 3.3031
C -3.8679 -2.6099 2.5711
N -5.1856 2.1735 1.6241
H -3.3772 -4.6072 1.7237
C -0.8449 -1.9294 0.9309
H 4.7380 -5.0468 -0.9768
C 4.8937 0.3428 -0.4350
H -4.7505 3.7848 2.8927
C -7.4812 2.1968 0.8192
H -8.7479 2.8141 2.3714
O 0.2366 3.6268 -1.3578
C 1.5771 -1.7308 0.4738
H 4.9056 2.4711 -3.8667
C -2.7857 2.5730 1.5283
H -2.0122 -3.8201 2.6126
C 0.2903 1.1813 -1.5652
H -6.0729 0.6403 0.5345
O 2.0953 2.4585 -0.8399
H 6.8430 -3.7285 -1.1837
C 4.5752 1.4429 -4.0279
H -6.6440 0.7584 2.2101
H -6.8502 2.7173 3.6279
H -3.5252 -2.0002 3.3951
H 5.4857 -1.1042 0.7668
H 4.9393 -0.4984 -3.1866
C -3.9047 1.6962 1.5504
C -5.4931 3.4940 2.1452
H 4.0550 -5.2992 0.6300
C 0.0968 0.2766 1.1536
H 4.9638 1.1194 -4.9950
C 5.1820 0.5388 -2.9561
H 3.6349 -3.8600 -0.2606
S 4.4280 1.3117 0.9244
H 4.4674 1.9086 -1.5748
H -4.9327 -2.7886 2.5617
```

Output
Maximum force in eV Å⁻¹: 4.1
E_tot in hartree: -3237.3862
Total charge: +2
Kohn-Sham gap in eV: 8.08
LUMO level in eV: -5.7
HOMO energy in Eh: -0.50602
Relative energy (zero: lowest compared OMol25 entry of this formula, charge and spin) in eV: 1.356